(i)
{
  "formula": "CH7NOSi2",
  "method": "ωB97M-V/def2-TZVPD",
  "elements": ["H", "H", "H", "H", "Si", "Si", "N", "H", "O", "H", "H", "C"],
  "coordinates": [[3.00816, -1.14226, 1.37179], [-3.60592, -0.04849, -0.52203], [-2.93059, -2.11908, 0.48413], [2.57220, 0.65704, 0.17013], [2.50466, -0.75020, 0.08431], [-2.65868, -0.79740, 0.29974], [-0.12100, -0.06743, -0.50226], [-2.87544, -0.23686, 1.60935], [-1.48163, -0.15387, -0.47818], [3.31027, -1.35336, -1.01422], [-0.10324, -2.06382, 0.88734], [0.57098, -0.85512, 0.15686]],
  "homo_lumo_gap_ev": 10.7
}



(ii)
{
  "formula": "CH7NOSi2",
  "method": "ωB97M-V/def2-TZVPD",
  "elements": ["Si", "H", "C", "O", "H", "N", "H", "H", "Si", "H", "H", "H"],
  "coordinates": [[1.89640, -1.58122, 0.43946], [-2.01749, -1.43337, -1.12783], [-0.44887, 1.97891, -0.24766], [-1.44069, 0.96598, -0.31460], [-0.14748, 2.14275, -1.33828], [0.33710, -1.40789, 0.09257], [-1.85624, -1.18671, 1.15488], [2.60249, -2.67035, 1.11212], [-1.21287, -0.64762, -0.05182], [0.41139, 1.71822, 0.44717], [2.76497, -0.75053, -0.31069], [-0.88870, 2.87184, 0.14468]],
  "homo_lumo_gap_ev": 8.6,
  "smiles": "CO[SiH2]N=[SiH2]"
}



Energies relative to the most stable structure, in kJ/mol: (i) 431.8; (ii) 0.0.



(i)
{
  "formula": "C2H6S",
  "method": "ωB97M-V/def2-TZVPD",
  "elements": ["H", "H", "C", "H", "H", "H", "H", "S", "C"],
  "coordinates": [[-1.38640, -1.13580, 1.92108], [-0.70264, -0.35663, -2.77257], [0.31675, 1.33892, -2.03229], [0.66025, 1.84845, -1.13628], [0.30952, 1.99503, -2.90254], [-0.06964, -0.40716, -1.03429], [0.44006, -1.76981, 1.77778], [-0.10005, -0.54300, 1.78727], [-0.09591, 0.08422, -1.99378]],
  "homo_lumo_gap_ev": [2.8, 8.9],
  "multiplicity": 2,
  "charge": -1
}



(ii)
{
  "formula": "C2H6S",
  "method": "ωB97M-V/def2-TZVPD",
  "elements": ["S", "H", "H", "H", "C", "H", "C", "H", "H"],
  "coordinates": [[2.62846, 0.15499, 0.33123], [-0.66433, -0.75595, -1.64770], [0.02391, -0.39765, 0.05325], [-1.70181, 0.31484, -0.69876], [0.92907, 0.60532, 0.78466], [0.68618, 1.57066, 0.31305], [-1.10499, -0.59255, -0.61936], [-1.53344, -1.52739, -0.36766], [0.73695, 0.62772, 1.85128]],
  "homo_lumo_gap_ev": [6.1, 6.9],
  "multiplicity": 2,
  "charge": -1
}



Energies relative to the most stable structure, in kJ/mol: (i) 33.9; (ii) 0.0.



(i)
{
  "formula": "C18H27N3O4S",
  "method": "ωB97M-V/def2-TZVPD",
  "elements": ["H", "O", "C", "H", "N", "H", "C", "C", "S", "H", "C", "C", "H", "C", "C", "C", "O", "H", "H", "C", "C", "H", "H", "H", "H", "C", "H", "H", "C", "H", "H", "C", "H", "O", "H", "H", "C", "N", "H", "H", "N", "C", "C", "H", "H", "O", "H", "C", "H", "H", "H", "C", "H"],
  "coordinates": [[-0.10970, 1.69768, -3.79661], [-1.44301, 8.10539, -0.81043], [-2.78519, 4.20213, -0.34353], [-0.45033, -0.14464, 0.96365], [-2.45645, 4.61675, -1.55351], [-2.32787, 1.89471, -1.54966], [2.79124, -3.86423, 1.23567], [1.37162, -4.76687, -0.59650], [-2.99388, 3.11386, 0.91405], [1.72065, 2.95022, -3.22788], [-0.98703, 4.63789, -1.71769], [-0.21858, -2.20891, 1.69873], [-0.59947, -2.50679, 3.83016], [1.36443, 5.81197, -1.15436], [-0.26363, 3.56621, -2.56412], [-0.99201, 6.94003, -0.12614], [-1.30772, 0.15692, -2.12290], [-0.33799, 0.13790, -2.27510], [1.95704, -4.23162, -1.34809], [-1.67339, -2.55935, 1.33216], [-0.12054, -0.67561, 1.86182], [-1.50770, 7.81017, -1.75687], [1.83807, -5.75120, -0.47918], [-0.74723, -0.32991, 2.69120], [1.98883, 6.63514, -0.64345], [-0.20180, 5.81157, -0.98209], [-0.38690, -5.23682, 1.26609], [-2.81554, 1.16416, -3.16763], [1.33350, -4.01897, 0.75527], [1.08708, -2.39402, 3.41626], [-2.36076, -2.18920, 2.10142], [0.13345, -2.81461, 3.07624], [3.15343, 4.68181, -2.12830], [0.59186, -2.15028, -0.51302], [0.36486, -4.92869, -0.99351], [-1.97549, -2.09723, 0.38829], [0.25734, -4.33606, 3.09479], [1.21117, 3.65637, -2.66642], [3.36996, -3.24655, 0.54373], [0.90789, -0.36850, 2.07725], [0.79385, -2.64821, 0.73102], [2.01684, 4.68040, -2.02483], [-1.90167, 1.42021, -2.49839], [3.29308, -4.83607, 1.30577], [2.85065, -3.39447, 2.22066], [-1.17973, 6.69782, 1.09190], [-1.49685, 2.78608, -4.30705], [0.56166, -4.94058, 1.72701], [-1.84453, -3.63477, 1.24062], [-0.66902, -4.77938, 3.47603], [1.11082, -5.87925, 1.87367], [-0.95312, 2.37693, -3.37458], [1.03781, -4.61952, 3.80838]],
  "homo_lumo_gap_ev": 1.9
}



(ii)
{
  "formula": "C18H27N3O4S",
  "method": "ωB97M-V/def2-TZVPD",
  "elements": ["N", "O", "H", "H", "N", "C", "H", "C", "N", "C", "H", "H", "H", "C", "C", "O", "H", "H", "H", "H", "C", "H", "C", "C", "H", "C", "C", "H", "C", "H", "C", "C", "S", "H", "C", "C", "O", "H", "H", "H", "C", "H", "H", "H", "O", "H", "H", "C", "H", "H", "C", "H", "H"],
  "coordinates": [[-5.78404, 1.83607, 3.81267], [-6.66434, 2.66384, 3.89730], [-7.53995, 2.53926, 1.65054], [-2.72055, 1.51821, -0.49083], [-0.39497, 1.42419, 2.16592], [-4.57568, 2.28063, 0.29790], [4.15329, -3.26462, -0.42471], [3.49926, -3.27627, -1.29420], [0.66524, 1.82047, 1.36546], [-4.99844, 1.78545, 2.59747], [-4.88168, 2.73143, -0.63389], [-3.49130, 0.61320, 3.58852], [2.62302, -0.50941, 2.09818], [4.60182, -1.41850, -2.50801], [2.13829, -1.82148, -2.84491], [-1.48068, -0.83310, 2.65927], [2.02607, -2.37052, 0.62546], [0.86924, -0.75821, 2.09866], [2.55383, -3.73171, -1.01368], [4.91925, -2.16268, -3.23355], [2.73264, 0.54983, -1.05726], [1.19908, -1.99101, -2.31643], [3.01044, -0.89638, -0.63312], [-3.36993, 1.60991, 0.36539], [2.20343, -3.85955, -3.59405], [-5.41884, 2.39313, 1.40490], [-3.79030, 1.09468, 2.66965], [3.51111, 0.91666, -1.72595], [-6.70862, 3.12554, 1.26383], [1.40345, -2.71066, -4.65756], [1.57509, 0.98749, 1.06860], [3.29471, -1.85228, -1.82882], [-1.40774, 0.16626, 1.64020], [3.61934, 1.43069, 0.70253], [1.71494, -0.44033, 1.48882], [2.24028, -2.84289, -3.97458], [-1.03059, -0.22428, 0.31560], [5.39597, -1.31239, -1.77191], [0.91595, -1.33403, -0.27840], [4.48666, -0.47275, -3.03052], [1.85865, -1.35573, 0.26759], [-6.68521, 4.04736, 1.84343], [2.09280, -0.82710, -3.29229], [3.15824, -2.71566, -4.54228], [-5.50056, 1.04659, 4.68529], [-0.94165, 2.24001, 2.40696], [2.47264, 2.49867, -0.12889], [-2.98571, 1.01957, 1.55700], [-6.89454, 3.36721, 0.22083], [1.77496, 0.60232, -1.57599], [2.66707, 1.46811, 0.16753], [3.92373, -0.89264, -0.02295], [3.96481, -3.90258, -2.05071]],
  "homo_lumo_gap_ev": 8.4,
  "smiles": "CCC(C)(C)C1CCC(=NNS(=O)(=O)c2ccc(C)c([N+](=O)[O-])c2)CC1"
}



Energies relative to the most stable structure, in kJ/mol: (i) 792.0; (ii) 0.0.